Entry 1:
Molecular formula: C12H25ClI2NOsP2
Method: DFT, wB97M-V/def2-TZVPD

The value obtained for the relative energy (zero: lowest compared OMol25 entry of this formula, charge and spin) is 0.00 kcal/mol. The value obtained for the largest force on an atom is 3.60 eV/A. As for the expectation value of S²: 6.04. The calculation puts the HOMO energy (alpha / beta) at -18.4 / -18.4 eV. Its spin multiplicity is 5. Its total energy is -2354.86505 Eh. Its total charge is +3.

```
44
Properties=species:S:1:pos:R:3:lowdin_charge:R:1
H -4.116 -0.997 0.291 0.0846
C 0.024 -4.085 5.011 0.0928
P -2.005 -0.009 -0.296 0.4927
P 2.053 0.035 -0.302 0.4673
H -3.848 1.208 0.734 0.0803
Os 0.035 -0.846 -0.012 0.4655
H -1.024 -3.266 0.530 0.0642
H 0.562 -3.412 0.404 0.0298
I 0.022 2.522 -0.747 0.9007
H -1.733 0.998 -2.494 0.0087
C 2.794 1.339 0.752 -0.2772
H 2.467 -0.611 -2.596 0.0176
H 3.541 0.730 -2.057 0.0886
H 3.882 1.225 0.775 0.0784
H -2.371 1.216 1.750 0.0228
H -3.452 0.657 -2.099 0.0886
H 1.830 1.056 -2.502 0.0128
I 0.123 -2.510 -2.104 0.5591
H 2.068 -3.317 2.379 0.1212
H 2.520 2.336 0.384 -0.0110
H 2.389 1.241 1.764 0.0184
H -3.167 -2.093 -0.783 0.0667
H 0.065 -4.463 6.040 0.1648
C -0.092 -3.319 2.326 -0.2287
H -2.164 -4.087 4.907 0.1540
H -2.350 -0.676 -2.591 0.0217
H -2.466 2.298 0.355 -0.0142
C 3.125 -1.400 0.091 -0.2057
H -2.246 -3.317 2.563 0.1292
Cl 0.032 0.032 2.222 0.0909
C 1.152 -3.477 2.949 0.0344
H 4.104 -0.997 0.372 0.0835
C -3.121 -1.418 0.086 -0.2023
H -2.796 -1.975 0.976 0.0195
C 1.205 -3.891 4.284 0.0512
H 2.742 -1.988 0.930 0.0163
H 3.218 -2.042 -0.793 0.0579
C -2.424 0.274 -2.052 -0.2563
N -0.155 -2.904 0.930 -0.0992
C -1.218 -3.890 4.391 0.0543
C -1.279 -3.483 3.051 0.0395
C 2.515 0.336 -2.043 -0.2607
C -2.757 1.308 0.729 -0.2742
H 2.187 -4.073 4.725 0.1516
```

---

Entry 2:
Molecular formula: C12H25N2O10S2
Method: DFT, wB97M-V/def2-TZVPD

The value obtained for the largest force on an atom is 0.98 eV/A. The calculation puts the HOMO energy at -5.8 eV. Its total energy is -2130.58003 Eh. Its total charge is -1.

```
51
Properties=species:S:1:pos:R:3:lowdin_charge:R:1
O -1.426 4.348 2.934 -0.3475
H 5.705 -4.387 1.757 0.0761
O 0.869 -1.035 -1.159 0.0292
H -5.408 3.507 -0.287 0.0586
H -2.574 -1.427 -2.830 0.0997
H 7.456 -4.550 1.580 0.0786
H -1.675 -2.884 -3.314 0.0918
H 1.061 -5.175 -1.539 0.0955
C -4.437 4.793 2.224 -0.2419
H 2.757 -0.468 -0.760 0.1218
H 2.461 -0.786 -2.468 0.1198
H 2.692 1.685 -1.997 0.0811
O -3.135 6.982 1.707 -0.3508
O -0.003 3.827 0.999 -0.3513
C 6.376 -4.687 -0.270 -0.2153
H -6.302 4.975 1.160 0.1027
C 6.493 -4.913 1.221 -0.0663
O 3.043 -5.228 -1.130 0.0085
C -2.056 1.530 2.329 -0.0247
C 2.049 -0.319 -1.572 -0.2079
O 0.132 -1.123 -3.297 0.1199
H -4.737 5.538 2.965 0.0951
H 1.475 -4.642 0.104 0.1045
N -2.143 4.953 0.567 -0.3362
H -2.767 -2.935 -1.906 0.0906
O 5.177 -5.268 -0.806 0.0328
O -1.028 -1.973 -1.557 -0.0041
C 1.766 1.151 -1.784 -0.0518
H 1.784 -3.571 -1.282 0.0823
H -2.508 2.203 0.365 0.0822
C 4.065 -4.556 -0.606 -0.6121
C 1.766 -4.604 -0.944 -0.0205
C -5.702 4.186 1.611 -0.3232
H 7.185 -5.184 -0.801 0.1203
H -2.596 0.589 2.284 0.0551
H 6.408 -3.626 -0.515 0.1226
H -1.506 1.742 3.239 0.0651
C -2.070 -2.322 -2.470 -0.0444
O -4.311 5.877 -0.134 -0.3662
H -4.652 2.601 0.861 0.0279
H -3.846 4.048 2.754 0.0713
H 6.412 -5.976 1.451 0.0801
H -6.279 3.775 2.451 0.0976
S -1.338 4.006 1.530 0.4415
N -5.490 3.119 0.642 0.0008
H 1.084 1.300 -2.620 0.0776
C 0.009 -1.342 -2.120 -0.6256
C -2.082 2.401 1.342 -0.2645
H 1.307 1.585 -0.895 0.0844
O 3.999 -3.491 -0.051 0.1266
S -3.461 5.745 1.036 0.5124
```

---

Entry 3:
Molecular formula: C12H25N3O7P2
Method: DFT, wB97M-V/def2-TZVPD

The value obtained for the largest force on an atom is 1.60 eV/A. The SMILES is [H]/N=C/C[C@H]1[C@@H](P(=N)(O)O)C(=O)N[C@]1(CCCOC(C)=O)[PH2]=O.CO. The calculation puts the HOMO energy at -9.6 eV. Its total energy is -1845.94242 Eh. Its total charge is 0.

```
49
Properties=species:S:1:pos:R:3:lowdin_charge:R:1
C 4.322 -0.253 -0.973 -0.2515
H -3.387 0.516 1.157 0.1091
C 1.355 -2.291 1.749 -0.4031
H 0.347 -0.130 -2.406 0.0361
O -5.055 -0.507 -0.541 -0.1305
H -1.501 -1.178 -1.730 0.0328
H -1.979 3.180 -2.137 0.0820
H -6.484 -0.388 -2.052 0.0780
C 0.595 -1.205 -0.126 -0.5262
O 1.232 -2.795 2.844 0.1140
H 2.628 -0.385 -2.130 0.1114
H 2.334 -2.155 -0.733 0.1406
H 4.906 0.657 1.465 0.0566
H 0.568 0.336 1.412 0.0936
O -4.286 2.530 0.041 0.0933
P 3.084 -0.107 2.311 0.5072
H -1.914 -1.092 0.496 0.0989
C 2.547 -1.471 1.227 -0.2005
C 2.127 -1.209 -0.233 -0.2883
H -4.938 0.429 -2.398 0.0720
O 0.372 -2.525 -2.515 -0.4134
H 0.522 -3.201 0.122 0.1384
H 4.765 -1.000 -0.318 0.1130
N 0.347 -2.398 0.727 0.1030
H -3.560 3.973 -1.892 0.0860
C -5.400 -0.440 -1.917 -0.1520
H -1.434 -0.632 2.116 0.1273
H -2.198 1.629 1.766 0.1401
N 2.676 -0.219 3.787 -0.1230
P -0.105 -1.318 -1.800 0.7797
C -0.048 0.005 0.585 -0.1514
C 2.826 -0.162 -1.090 -0.1496
H -2.252 4.305 -0.782 0.0940
C -3.197 2.466 -0.496 -0.5330
H 3.367 -2.181 1.285 0.1379
O 2.547 1.238 1.581 -0.1551
H -5.030 -1.344 -2.393 0.0770
H 6.045 0.323 -1.492 0.0511
N 5.061 0.517 -1.653 0.1064
O 4.684 0.019 2.150 -0.1417
H 3.182 1.948 1.710 0.0870
H 2.144 -1.061 3.977 -0.0226
H 2.522 0.850 -0.857 0.1120
H -0.101 0.857 -0.087 0.1091
C -2.693 3.545 -1.415 0.0306
C -1.460 -0.309 1.086 -0.1511
H -5.375 0.292 -0.112 0.0590
C -2.380 0.882 0.999 -0.1645
O -2.327 1.461 -0.316 -0.0196
```